{"formula": "C39H58B2F4N11O2S3W", "method": "ωB97M-V with the def2-TZVPD basis set", "molar_mass_g_mol": 1090.6, "spin_multiplicity": 3, "total_energy_ha": -3984.86843, "total_charge": 1, "de_lowest_kcal_mol": 23.4, "orbital_gap_ev": [7.36, 7.76], "e_homo_ev": [-9.39, -9.76], "elements": ["W", "C", "C", "C", "C", "N", "C", "C", "N", "B", "N", "C", "C", "N", "C", "S", "C", "C", "C", "C", "N", "C", "C", "N", "C", "S", "C", "C", "C", "C", "C", "S", "H", "H", "H", "H", "H", "H", "H", "H", "H", "H", "H", "H", "H", "H", "H", "H", "H", "H", "H", "H", "H", "H", "H", "H", "H", "H", "H", "H", "H", "H", "H", "H", "H", "H", "N", "C", "C", "C", "C", "C", "C", "C", "C", "C", "C", "C", "C", "H", "H", "H", "H", "H", "H", "H", "H", "H", "H", "N", "C", "C", "C", "C", "N", "C", "N", "N", "C", "O", "O", "H", "H", "H", "H", "H", "H", "H", "H", "H", "H", "H", "H", "H", "H", "F", "B", "F", "F", "F"], "xyz": [[0.21, 0.01, -0.44], [2.21, 2.86, -3.53], [1.54, 4.22, -3.27], [2.34, 5.06, -2.26], [1.46, 4.99, -4.58], [0.15, 4.03, -2.74], [-0.97, 4.58, -3.34], [-2.02, 4.26, -2.57], [-1.57, 3.51, -1.51], [-2.55, 3.16, -0.36], [-1.82, 3.18, 1.00], [-1.60, 4.38, 1.63], [-1.13, 4.12, 2.86], [-1.06, 2.75, 3.00], [-1.45, 2.18, 1.83], [-1.50, 0.50, 1.41], [-0.59, 2.18, 4.31], [-1.28, 2.96, 5.43], [-0.96, 0.70, 4.48], [0.92, 2.37, 4.37], [-3.33, 1.85, -0.62], [-4.57, 1.69, -0.05], [-5.12, 0.59, -0.58], [-4.23, 0.07, -1.51], [-3.11, 0.84, -1.47], [-1.59, 0.58, -2.27], [-4.67, -1.07, -2.38], [-3.73, -1.34, -3.55], [-6.03, -0.68, -2.97], [-4.80, -2.31, -1.50], [-0.24, 3.36, -1.63], [0.80, 2.47, -0.55], [2.79, 2.89, -4.45], [1.46, 2.06, -3.63], [2.87, 2.59, -2.71], [3.34, 5.23, -2.65], [2.41, 4.55, -1.30], [1.86, 6.03, -2.10], [2.48, 5.14, -4.95], [1.02, 5.98, -4.45], [0.91, 4.44, -5.34], [-0.93, 5.16, -4.24], [-3.07, 4.49, -2.69], [-3.36, 4.04, -0.33], [-1.81, 5.32, 1.15], [-0.84, 4.80, 3.63], [-2.36, 2.98, 5.28], [-0.92, 3.99, 5.51], [-1.07, 2.47, 6.38], [-2.01, 0.52, 4.26], [-0.77, 0.43, 5.52], [-0.35, 0.07, 3.85], [1.19, 3.42, 4.24], [1.40, 1.77, 3.60], [1.30, 2.03, 5.34], [-4.96, 2.37, 0.69], [-6.08, 0.13, -0.38], [-3.58, -0.44, -4.15], [-4.20, -2.09, -4.18], [-2.76, -1.71, -3.24], [-5.95, 0.26, -3.53], [-6.80, -0.57, -2.22], [-6.35, -1.46, -3.66], [-3.89, -2.50, -0.93], [-5.01, -3.18, -2.13], [-5.63, -2.21, -0.79], [2.43, -0.11, -1.09], [2.96, -0.30, -2.41], [4.09, 0.39, -2.81], [4.61, 0.21, -4.08], [3.99, -0.67, -4.96], [2.88, -1.38, -4.54], [2.36, -1.24, -3.25], [1.23, -2.06, -2.78], [1.13, -3.37, -3.25], [0.08, -4.20, -2.90], [-0.93, -3.70, -2.09], [-0.84, -2.40, -1.63], [0.25, -1.57, -1.89], [2.93, 0.63, -0.62], [2.56, -0.99, -0.54], [4.57, 1.07, -2.12], [5.50, 0.75, -4.39], [4.37, -0.81, -5.96], [2.39, -2.06, -5.22], [1.92, -3.76, -3.89], [0.05, -5.22, -3.26], [-1.79, -4.31, -1.83], [-1.65, -2.03, -1.02], [2.15, -2.71, 0.48], [2.29, -2.37, 1.89], [3.73, -2.69, 2.32], [4.10, -2.50, 3.80], [3.05, -2.96, 4.80], [2.61, -4.33, 4.52], [1.37, -4.77, 4.66], [1.07, -6.03, 4.31], [0.43, -4.00, 5.20], [1.90, -0.91, 2.20], [2.04, -0.54, 3.36], [1.47, -0.13, 1.26], [1.19, -3.01, 0.30], [2.75, -3.49, 0.23], [1.60, -2.96, 2.49], [4.41, -2.09, 1.72], [3.92, -3.73, 2.05], [4.26, -1.44, 3.99], [5.05, -3.02, 4.00], [2.22, -2.27, 4.70], [3.45, -2.90, 5.81], [3.30, -4.97, 4.17], [1.69, -6.54, 3.71], [0.09, -6.27, 4.20], [0.61, -3.02, 5.31], [-0.54, -4.22, 5.00], [-0.45, -2.07, 1.03], [-1.10, -3.22, 1.61], [-0.16, -4.28, 1.57], [-2.24, -3.53, 0.87], [-1.41, -2.92, 2.94]], "mulliken_charge": [0.435, -1.487, 1.669, -1.709, -2.266, 0.468, -0.484, -1.246, 0.467, 1.080, 0.425, -1.388, -0.491, 0.663, -0.253, -0.281, 1.586, -1.776, -2.036, -1.304, 0.089, -1.228, -0.560, 0.645, -0.088, 0.007, 1.438, -2.104, -1.745, -1.505, -0.017, -0.290, 0.356, 0.286, 0.304, 0.471, 0.322, 0.424, 0.494, 0.547, 0.514, 0.547, 0.649, -0.211, 0.667, 0.545, 0.387, 0.422, 0.468, 0.413, 0.573, 0.214, 0.365, 0.105, 0.423, 0.671, 0.553, 0.417, 0.578, 0.434, 0.385, 0.415, 0.468, 0.317, 0.433, 0.371, -0.096, 0.168, -0.536, -0.615, -0.860, -1.189, 0.178, 1.499, -0.748, -1.505, -0.568, -0.363, 0.747, 0.550, 0.150, 0.473, 0.436, 0.431, 0.536, 0.627, 0.370, 0.556, 0.077, -0.388, 2.334, -1.175, -1.210, -0.289, -0.038, 0.746, -0.474, -0.374, -0.676, -0.664, -0.113, -0.139, 0.335, -0.776, 0.353, 0.504, 0.385, 0.505, -0.157, 0.342, 0.227, 0.210, 0.233, 0.244, 0.296, 0.473, -0.039, -0.307, -0.315, -0.409]}



{"formula": "C39H59BrCsN4O9PS", "method": "ωB97M-V with the def2-TZVPD basis set", "molar_mass_g_mol": 1003.8, "total_energy_ha": -5751.41835, "total_charge": -2, "de_lowest_kcal_mol": 17.8, "orbital_gap_ev": 5.45, "e_homo_ev": -1.78, "elements": ["Cs", "C", "O", "C", "C", "O", "C", "C", "O", "C", "H", "H", "H", "H", "H", "H", "H", "H", "H", "H", "H", "H", "H", "H", "O", "C", "C", "C", "N", "C", "Br", "C", "H", "H", "H", "H", "C", "N", "C", "C", "C", "N", "C", "C", "H", "H", "H", "H", "H", "H", "H", "H", "H", "H", "H", "H", "H", "H", "H", "H", "C", "C", "C", "C", "C", "C", "C", "C", "S", "C", "N", "C", "C", "C", "C", "C", "C", "C", "C", "H", "H", "H", "H", "H", "H", "H", "H", "H", "H", "H", "H", "H", "H", "H", "H", "O", "C", "O", "C", "O", "O", "C", "P", "C", "C", "O", "H", "H", "H", "H", "H", "H", "H", "H", "H"], "xyz": [[1.61, 0.33, 1.55], [-1.93, 2.20, 0.63], [-3.35, 2.29, 0.77], [-4.00, 2.82, -0.35], [-3.67, 2.12, -1.65], [-3.97, 0.76, -1.49], [-3.62, -0.03, -2.59], [-2.23, 0.25, -3.13], [-1.30, 0.14, -2.11], [-0.01, 0.57, -2.51], [-1.51, 3.15, 0.30], [-1.67, 1.41, -0.08], [-1.51, 1.95, 1.61], [-3.75, 3.89, -0.48], [-5.07, 2.75, -0.15], [-2.61, 2.26, -1.89], [-4.26, 2.58, -2.46], [-4.34, 0.12, -3.41], [-3.69, -1.06, -2.24], [-2.18, 1.25, -3.59], [-2.04, -0.48, -3.94], [0.30, 0.08, -3.44], [0.71, 0.33, -1.73], [-0.02, 1.66, -2.68], [4.13, -6.48, 3.15], [3.24, -5.47, 2.93], [3.45, -4.50, 1.96], [2.50, -3.51, 1.81], [1.39, -3.45, 2.56], [1.23, -4.38, 3.45], [-0.37, -4.28, 4.51], [2.09, -5.43, 3.70], [4.89, -6.35, 2.57], [4.33, -4.49, 1.33], [2.64, -2.74, 1.07], [1.90, -6.17, 4.47], [1.43, -3.37, -2.12], [0.26, -3.56, -2.97], [0.53, -3.18, -4.33], [-0.26, -4.90, -2.91], [-0.58, -5.38, -1.50], [-1.25, -4.39, -0.69], [-2.46, -3.89, -1.29], [-1.45, -4.86, 0.66], [2.24, -4.07, -2.37], [1.14, -3.51, -1.07], [1.83, -2.36, -2.22], [1.29, -3.84, -4.81], [0.92, -2.16, -4.36], [-0.38, -3.23, -4.93], [0.46, -5.63, -3.34], [-1.16, -4.94, -3.53], [0.35, -5.66, -0.99], [-1.18, -6.31, -1.60], [-3.20, -4.71, -1.47], [-2.23, -3.41, -2.24], [-2.91, -3.16, -0.62], [-2.13, -5.74, 0.69], [-1.89, -4.06, 1.26], [-0.50, -5.15, 1.10], [3.42, 2.58, -3.12], [3.62, 4.08, -2.94], [3.06, 4.80, -4.17], [5.13, 4.36, -2.83], [2.93, 4.61, -1.68], [2.98, 5.98, -1.37], [2.43, 6.50, -0.22], [1.78, 5.64, 0.66], [1.06, 5.91, 2.22], [0.70, 4.17, 2.34], [1.07, 3.50, 1.30], [1.69, 4.28, 0.36], [2.27, 3.76, -0.81], [0.09, 3.59, 3.56], [-0.29, 4.46, 4.59], [-0.84, 3.96, 5.76], [-0.98, 2.58, 5.88], [-0.59, 1.74, 4.84], [-0.05, 2.18, 3.61], [3.96, 2.25, -4.01], [2.36, 2.33, -3.27], [3.77, 1.99, -2.27], [3.56, 4.45, -5.08], [3.20, 5.88, -4.11], [1.99, 4.60, -4.28], [5.64, 3.99, -3.73], [5.55, 3.85, -1.97], [5.34, 5.43, -2.74], [3.49, 6.66, -2.05], [2.51, 7.56, -0.01], [2.23, 2.68, -0.96], [-0.16, 5.54, 4.49], [-1.15, 4.63, 6.55], [-1.40, 2.16, 6.80], [-0.71, 0.67, 5.01], [3.83, -1.52, -1.30], [3.63, -0.51, -0.60], [2.73, 0.38, -0.80], [4.45, -0.34, 0.70], [5.53, 0.26, 0.65], [3.87, -0.81, 1.73], [-3.12, 0.07, 3.48], [-3.91, -1.21, 2.50], [-5.34, -0.42, 1.73], [-4.60, -2.37, 3.71], [-3.02, -1.88, 1.52], [-3.77, 0.40, 4.30], [-2.89, 0.92, 2.84], [-2.19, -0.31, 3.89], [-6.03, -0.02, 2.47], [-5.84, -1.15, 1.10], [-4.96, 0.39, 1.10], [-5.22, -1.86, 4.45], [-3.77, -2.87, 4.21], [-5.19, -3.12, 3.19]], "mulliken_charge": [1.302, 0.550, -0.369, -0.879, -0.044, -0.126, -0.656, -0.819, 0.328, -1.291, 0.332, 0.027, -0.623, 0.416, 0.374, 0.130, 0.278, 0.315, 0.210, 0.406, 0.445, 0.292, 0.308, 0.373, -0.595, 1.055, -0.740, -0.916, -0.159, -0.096, -0.226, -0.419, 0.303, 0.331, 0.955, 0.448, -0.879, 1.204, -1.256, -1.306, -1.271, 0.893, -0.654, -0.780, 0.113, 0.099, 0.276, 0.362, 0.200, 0.319, 0.459, 0.465, 0.484, 0.497, 0.272, 0.134, -0.037, 0.345, 0.002, 0.195, -1.811, 2.349, -1.782, -1.804, 0.360, -0.448, -1.280, 0.692, -0.548, 0.131, 0.284, -1.700, 0.499, 1.111, -0.725, -0.684, -0.780, -0.752, -0.135, 0.428, 0.137, 0.350, 0.428, 0.347, 0.353, 0.434, 0.413, 0.359, 0.341, 0.351, 0.575, 0.284, 0.351, 0.352, 0.440, -0.787, 0.370, -0.604, 0.521, -0.838, -0.792, -0.773, 1.100, -0.997, -1.313, -0.507, 0.383, 0.035, 0.107, 0.411, 0.369, 0.010, 0.383, 0.282, 0.363]}